27
Properties=species:S:1:pos:R:3:forces:R:3:lowdin_charge:R:1 method="wB97M-V/def2-TZVPD" largest_force_ev_per_a=4.954 homo_lumo_gap_ha=0.2991 homo_ev=-10.2 total_energy_ev=-59379.147
C -0.575208 -1.829870 -2.727896 1.75 1.01 0.68 0.12
C -0.424356 -0.939766 -1.895717 0.22 0.60 -0.39 -0.33
S -0.020424 0.438028 -0.778154 -0.08 -3.06 -0.02 0.93
C 1.835665 0.536989 -0.830719 1.97 0.18 -0.98 -0.36
C 2.526571 0.264411 0.571177 -0.86 0.17 0.33 -0.21
C 2.029170 -1.047196 1.315931 0.21 -0.76 0.69 -0.28
N 1.963103 -0.783955 2.796186 -0.37 0.54 -0.75 -0.03
P -0.917648 2.195336 -1.690170 -2.40 3.54 -2.50 0.11
O -2.407884 2.369907 -0.896973 4.06 -0.99 0.21 -0.22
O 0.000262 3.583735 -1.350382 -1.40 -2.71 1.48 -0.25
S -1.098867 2.032919 -3.590529 0.27 -0.20 1.16 0.37
H -0.300523 -2.585665 -3.520922 -1.12 1.13 1.41 0.10
H 2.193221 -0.204789 -1.622109 -0.86 0.83 1.09 0.12
H 2.152781 1.559331 -1.235798 -0.79 -1.24 0.60 0.11
H 2.271249 1.142695 1.259651 0.54 -1.08 -0.94 0.12
H 3.652278 0.264728 0.378129 -1.57 0.02 0.30 0.13
H 1.014619 -1.432739 0.984184 1.04 0.61 -0.21 0.09
H 2.765450 -1.915058 1.205567 -0.95 1.26 -0.20 0.13
H 1.440378 -1.532483 3.263481 0.31 0.26 -0.33 0.08
H 1.406479 0.072145 2.953200 0.32 -0.66 -0.07 0.06
H -2.248887 2.054792 0.032813 -1.03 0.08 -0.41 0.07
H -0.168283 3.867182 -0.416831 0.21 0.02 -0.82 0.09
F -4.340732 -2.358918 2.465221 0.98 0.79 -1.22 -0.23
Al -3.424710 -1.627074 1.161738 -0.66 -0.56 0.18 0.00
F -3.143714 0.085583 1.512981 0.20 -1.03 -0.56 -0.25
F -4.313662 -1.771711 -0.345676 1.01 0.28 1.28 -0.24
F -1.866327 -2.438554 1.001617 -0.99 0.97 0.01 -0.25

***

106
Properties=species:S:1:pos:R:3:forces:R:3:lowdin_spin:R:1 method="wB97M-V/def2-TZVPD" spin_multiplicity=2 largest_force_ev_per_a=9.713 charge=+2 homo_lumo_gap_ha="0.1591 / 0.1011" homo_ev="-11.9 / -11.9" total_energy_ev=-90789.747
Sn -4.119827 0.527733 -0.117528 0.21 -2.06 -1.03 0.00
N -2.276608 -1.020451 -1.702085 2.82 4.07 -1.75 0.00
S -2.258671 -2.519032 -1.882710 -3.82 -8.65 2.19 0.00
O -1.227430 -3.249985 -1.158593 -0.61 1.27 -1.67 0.00
O -2.856676 -3.074918 -3.086722 1.28 1.10 1.75 0.00
F -3.476461 -2.671209 -0.784047 -0.18 -0.07 -0.12 0.00
S -0.904709 -0.810496 -2.721781 2.02 3.55 -4.40 0.00
O -1.146815 -1.176499 -4.156837 0.67 0.66 4.71 0.00
O 0.407136 -1.091169 -2.117411 -3.18 0.86 -0.92 0.00
F -1.065243 0.849739 -2.826612 0.35 -1.91 0.86 0.00
C -4.185166 0.871304 -3.762638 -1.98 1.26 -1.63 0.00
O -5.216081 0.804568 -2.770569 -0.19 -2.00 1.76 0.00
C -6.217471 -0.168514 -3.189639 -0.50 -0.68 -0.38 0.00
C -6.016321 -1.635466 -2.661376 0.46 2.87 -0.55 0.00
N -6.096952 -1.622161 -1.198880 1.32 0.24 0.12 0.00
C -6.305781 -2.947901 -0.622721 -1.84 -0.34 2.71 0.00
C -6.306811 -2.850001 1.000047 0.44 -1.41 -1.05 0.00
O -6.143040 -4.141084 1.586772 0.27 -0.17 -0.04 0.00
C -6.364414 -4.227023 3.016748 0.27 1.15 -0.67 0.00
H -3.927975 -0.064416 -4.259015 1.09 -0.34 1.16 0.00
H -3.496214 1.657642 -3.454206 0.48 -0.74 -0.22 0.00
H -4.820687 1.254145 -4.561168 0.72 0.89 -0.70 0.00
H -6.215479 -0.274251 -4.274489 0.53 0.18 -0.21 0.00
H -7.208568 0.268812 -3.068881 -0.02 0.01 0.93 0.00
H -5.021204 -1.840930 -3.055868 0.14 -0.77 0.60 0.00
H -6.728922 -2.284575 -3.170252 -0.19 -0.09 0.25 0.00
H -6.901038 -1.073505 -0.929595 -0.27 0.10 -0.11 0.00
H -5.792984 -3.819117 -1.030290 0.75 0.66 0.08 0.00
H -7.361128 -3.143934 -0.812206 -0.18 -0.45 -0.27 0.00
H -7.266620 -2.454358 1.332200 -0.10 0.41 -0.05 0.00
H -5.488466 -2.190729 1.289483 0.22 0.29 0.23 0.00
H -7.386319 -3.910102 3.224998 -0.10 -0.28 0.24 0.00
H -5.685383 -3.555874 3.542677 0.08 0.47 -0.02 0.00
H -6.109424 -5.192807 3.453028 -0.39 -0.29 -0.82 0.00
C 2.427214 1.341921 2.453685 -0.32 1.01 0.35 0.00
O 1.214286 1.020043 1.830747 -0.34 1.89 0.85 0.00
C 0.945221 -0.265423 1.433471 1.75 -0.93 -0.86 0.00
C -0.397220 -0.252333 0.805927 0.01 0.61 -0.51 0.00
N -1.408512 -0.118309 1.818339 -2.72 -1.91 -1.11 0.00
C -1.972649 -1.497107 2.155848 0.04 1.51 1.85 0.00
C -2.958477 -1.377398 3.336678 0.20 -0.03 -1.36 0.00
O -4.093780 -0.635311 2.893619 -0.26 0.12 -0.16 0.00
C -4.823354 0.076262 3.895258 0.49 1.21 -0.23 0.00
H 2.387882 2.425625 2.563834 0.13 0.05 -0.09 0.00
H 3.331187 1.143847 1.877753 -0.05 -0.44 -0.31 0.00
H 2.522402 0.989743 3.480821 -0.04 -0.62 0.04 0.00
H 1.022925 -0.956857 2.272508 -0.06 -0.40 0.20 0.00
H 1.711906 -0.489433 0.691771 0.02 -0.73 -0.21 0.00
H -0.609849 -1.093779 0.146477 0.25 -0.06 0.39 0.00
H -0.409244 0.647291 0.190590 0.08 0.06 -0.32 0.00
H -1.069316 0.433865 2.593034 -0.16 -0.20 0.36 0.00
H -1.176851 -2.159941 2.495616 0.18 -0.17 -0.07 0.00
H -2.490536 -2.010410 1.345652 0.23 0.48 -0.50 0.00
H -2.443619 -0.839781 4.132908 -0.24 -0.23 0.40 0.00
H -3.308782 -2.379342 3.584655 0.29 -0.03 0.55 0.00
H -4.204279 0.349952 4.749622 0.21 -0.38 0.09 0.00
H -5.755074 -0.349425 4.267822 0.13 -0.52 -0.36 0.00
H -5.017729 1.039970 3.424529 -0.53 0.10 0.10 0.00
C 2.785369 -2.737098 -0.650308 -0.52 -1.94 -1.05 0.00
O 3.545952 -2.036006 0.264974 1.62 2.36 0.40 0.00
C 4.753709 -1.448893 -0.277637 -0.03 -1.17 0.50 0.05
C 5.459787 -0.629646 0.843698 0.54 0.16 0.99 0.05
N 5.087499 -1.246435 2.188945 1.31 -1.17 -4.30 0.72
C 5.783693 -2.506798 2.509311 0.31 1.55 2.92 0.08
C 5.264609 -2.993899 3.884417 -1.01 -0.19 -0.35 0.01
O 6.212374 -3.793304 4.502794 -0.18 0.69 -0.91 0.00
C 5.708744 -4.606222 5.515316 1.15 -2.03 1.03 0.00
H 2.687903 -2.272250 -1.631379 -0.36 0.51 0.26 0.00
H 1.840455 -3.021711 -0.187446 -0.18 0.61 -0.17 0.00
H 3.238654 -3.705210 -0.863378 0.41 -0.22 -0.01 0.00
H 4.707333 -0.835872 -1.177719 -0.97 0.45 0.14 0.00
H 5.378739 -2.267071 -0.635456 0.41 -0.27 0.46 0.00
H 5.162094 0.418776 0.827309 -0.40 -0.10 0.15 0.01
H 6.540085 -0.621541 0.698831 -0.05 -0.28 0.16 0.00
H 4.098280 -1.351939 2.014563 -1.27 -0.07 1.28 0.02
H 6.842790 -2.315355 2.681873 0.15 0.08 -0.72 0.00
H 5.581884 -3.219047 1.709279 -0.01 0.02 -0.20 0.04
H 4.316576 -3.465691 3.626063 -0.21 -0.87 0.36 0.00
H 4.967433 -2.236100 4.609345 0.18 0.89 -0.39 0.00
H 5.231859 -5.494949 5.101993 -0.31 0.06 -0.11 0.00
H 5.122564 -4.245577 6.360552 -0.40 1.07 -0.53 0.00
H 6.612603 -4.961049 6.010547 0.00 -0.24 0.01 0.00
C 2.348415 1.522692 -3.615236 -0.51 0.87 1.52 0.00
O 2.341088 2.853917 -3.016471 0.23 -0.43 -0.41 0.00
C 2.615280 2.941227 -1.636403 0.75 0.68 1.02 0.00
C 2.867683 4.429588 -1.207568 0.96 0.18 -1.02 0.00
N 4.102505 5.129852 -1.746796 -1.88 -1.63 0.97 0.00
C 3.922140 5.564918 -3.090288 0.03 1.48 -1.09 0.00
C 3.043532 6.850333 -3.251278 0.64 0.12 1.12 0.00
O 3.521782 7.905832 -2.355827 0.62 -1.03 0.26 0.00
C 2.934976 9.162192 -2.576920 -0.37 0.22 -1.72 0.00
H 2.424796 0.797966 -2.804658 0.09 -0.27 0.00 0.00
H 3.174397 1.367104 -4.309246 -0.12 0.34 -0.08 0.00
H 1.359756 1.387805 -4.053963 0.26 -0.07 -0.39 0.00
H 3.417447 2.273892 -1.321290 0.82 0.08 -0.38 0.00
H 1.817771 2.562990 -0.996860 -0.86 0.08 -0.16 0.00
H 3.032878 4.673124 -0.158041 -0.69 -1.20 0.41 0.00
H 1.960045 4.949473 -1.514169 -0.21 0.23 -0.07 0.00
H 4.073573 5.972052 -1.190047 0.68 0.32 0.10 0.00
H 3.549480 4.798600 -3.769983 -0.31 -0.13 0.37 0.00
H 4.922721 5.763058 -3.474599 0.04 0.51 -0.18 0.00
H 2.005539 6.761586 -2.930651 -0.26 -0.67 -0.48 0.00
H 3.111459 7.073621 -4.315997 -0.14 0.72 -0.03 0.00
H 3.393003 10.033562 -2.108911 0.78 -0.63 0.25 0.00
H 1.880374 9.289576 -2.332603 -0.37 -0.73 0.25 0.00
H 3.012369 9.260819 -3.659683 -0.20 0.87 -0.20 0.00

***

25
Properties=species:S:1:pos:R:3:forces:R:3:lowdin_spin:R:1 method="wB97M-V/def2-TZVPD" spin_multiplicity=3 largest_force_ev_per_a=3.470 homo_lumo_gap_ha="0.2423 / 0.3204" homo_ev="-5.8 / -10.0" total_energy_ev=-18912.137
C 0.166801 -1.126548 1.189720 0.17 -1.95 1.19 0.43
C 0.797092 1.009830 0.377135 0.95 -0.25 -2.54 0.53
C 1.137154 -0.771612 3.370676 -1.41 3.07 -0.32 0.01
C -1.902384 0.987770 -0.611435 1.63 0.48 1.64 0.05
C 0.412648 -0.766098 -2.083531 -0.94 -0.59 1.75 0.02
C 0.091966 2.353784 -2.474167 2.63 -1.44 1.32 0.01
C 1.423253 -1.355048 2.032577 0.73 0.62 -2.65 0.09
N -0.788582 -1.921655 1.169697 -0.78 1.79 -2.06 0.22
O 1.294965 1.744391 1.144411 0.35 0.74 1.82 0.42
Si -0.041590 0.857738 -1.266285 -2.43 1.19 -0.09 0.14
H 1.187456 0.353925 3.382295 -0.32 -1.03 -0.16 0.00
H 0.186211 -1.082868 3.842221 0.21 0.03 -0.82 0.00
H 1.838241 -1.059314 4.039149 2.54 -1.00 2.15 0.00
H -1.696765 0.566931 0.452294 -1.32 0.58 -1.75 0.01
H -2.523491 1.937473 -0.576130 1.51 -0.68 0.16 0.00
H -2.471166 0.404156 -1.262076 -1.29 -1.74 -0.61 0.01
H -0.470799 -1.153580 -2.504948 -1.64 0.06 -1.33 0.00
H 1.134029 -0.788060 -2.854222 1.07 0.18 -0.55 0.00
H 0.488676 -1.630732 -1.400235 1.01 0.64 0.21 0.00
H -0.423459 3.205824 -2.169775 -1.23 1.21 0.66 0.00
H 1.141239 2.642263 -2.405852 0.42 0.28 0.17 0.00
H 0.028372 2.234646 -3.521226 -0.71 -0.75 -1.16 0.00
H 2.314713 -1.053967 1.333209 -1.37 0.44 1.95 0.01
H 1.662616 -2.385229 2.183966 -0.62 -1.15 -0.26 0.01
H -1.556241 -1.597919 0.493412 0.85 -0.73 1.28 0.04